[1]
C39H56BrCaCl2CsF7LiN2O6P2 | the ωB97M-V functional and the def2-TZVPD basis

Geometry as XYZ:
```
118
Properties=species:S:1:pos:R:3:lowdin_charge:R:1
C 5.691 -1.567 4.127 -0.115
C 5.586 -1.253 2.533 -0.256
C 6.294 0.124 2.102 -0.215
C 5.532 1.451 2.602 -0.359
C 4.987 2.382 1.382 -0.208
C 4.098 1.590 0.279 -0.153
C 2.655 2.209 0.006 -0.067
C 2.364 3.435 -0.927 0.029
C 0.879 3.968 -1.161 -0.027
C -0.358 3.273 -0.469 -0.305
P -2.099 3.923 -0.755 0.891
C -2.862 4.666 0.801 -0.260
O -3.051 2.493 -1.169 -0.477
C -0.074 2.034 0.447 -0.014
C 1.409 1.541 0.672 0.043
C 1.576 0.245 1.635 -0.244
O 2.460 0.140 2.505 -0.041
C 0.453 -0.895 1.398 0.030
C 0.919 -2.388 1.393 0.094
C -0.180 -3.487 1.111 -0.095
C 0.306 -5.006 1.063 -0.170
C 1.834 -5.216 0.624 -0.198
C 2.254 -4.529 -0.767 -0.172
C 1.083 -4.401 -1.857 -0.218
O 0.700 -2.983 -1.942 -0.138
C -1.667 -2.996 0.863 -0.184
C -2.135 -1.428 0.875 -0.155
O -3.503 -0.956 0.602 -0.177
C -4.393 -1.118 1.763 -0.397
C -3.622 -1.403 3.176 -0.204
C -1.023 -0.401 1.153 0.035
C -1.248 1.196 1.177 -0.226
O -2.218 1.758 1.738 0.056
H 4.640 -1.751 4.572 0.082
H 6.207 -0.713 4.708 0.080
H 6.268 -2.555 4.265 0.071
H 4.504 -1.335 2.161 0.074
H 6.154 -2.123 2.019 0.102
H 7.349 0.127 2.567 0.112
H 6.333 0.136 0.954 0.100
H 4.674 1.246 3.441 -0.287
H 6.331 2.107 3.135 0.070
H 4.471 3.324 1.797 0.095
H 5.940 2.733 0.831 0.104
H 4.679 1.622 -0.722 0.123
H 4.020 0.465 0.536 0.110
H 3.205 3.962 -1.478 0.088
H 0.671 4.864 -1.855 0.083
H -2.284 4.426 1.770 0.074
H -3.942 4.255 0.888 0.066
H -2.984 5.810 0.685 0.068
H -3.967 2.858 -1.303 0.014
H 2.021 -2.652 1.567 0.117
H 0.208 -5.429 2.131 0.132
H -0.379 -5.622 0.379 0.114
H 2.092 -6.344 0.592 0.127
H 2.543 -4.783 1.432 0.115
H 2.731 -3.492 -0.579 0.113
H 3.098 -5.166 -1.232 0.118
H 0.169 -5.055 -1.670 0.116
H 1.463 -4.678 -2.916 0.128
H 1.275 -2.585 -2.634 0.092
H -2.480 -3.814 0.619 -0.143
H -5.246 -1.900 1.554 0.015
H -4.941 -0.107 1.898 0.144
H -3.146 -2.469 3.259 -0.058
H -4.449 -1.361 4.017 0.126
H -2.870 -0.572 3.461 0.119
Cs -3.963 -3.763 1.794 1.620
Br 3.542 1.891 4.314 0.505
N 7.134 4.321 5.136 0.329
H 7.078 5.341 5.213 0.160
H 7.595 4.070 4.256 0.149
H 7.674 3.948 5.923 0.164
H 6.187 3.923 5.151 0.131
Cl -7.271 -0.033 -3.375 0.571
C -5.795 0.350 -2.457 -0.665
C -6.104 0.912 -1.084 -0.669
Cl -6.827 2.538 -1.170 0.590
H -5.198 1.045 -3.051 0.053
H -5.234 -0.582 -2.358 0.076
H -5.182 1.005 -0.505 0.043
H -6.789 0.266 -0.531 0.077
C -6.230 -4.629 -4.898 -0.116
C -6.784 -6.017 -4.602 -0.287
C -7.211 -6.188 -3.141 -0.172
C -6.030 -5.985 -2.233 -0.196
N -5.100 -5.826 -1.520 0.112
H -5.324 -4.424 -4.320 0.064
H -5.966 -4.544 -5.954 0.063
H -6.968 -3.853 -4.667 0.071
H -6.025 -6.763 -4.856 0.120
H -7.644 -6.201 -5.248 0.068
H -7.613 -7.192 -2.982 0.120
H -7.990 -5.466 -2.881 0.117
F 1.467 7.364 -3.032 0.055
C 2.067 6.923 -4.150 -0.289
C 2.723 5.702 -4.133 -0.026
C 3.339 5.242 -5.293 -0.080
C 3.302 6.013 -6.452 -0.090
C 2.644 7.240 -6.455 -0.072
C 2.018 7.696 -5.300 -0.012
H 2.748 5.120 -3.219 0.072
H 3.849 4.285 -5.293 0.106
H 3.787 5.656 -7.354 0.106
H 2.620 7.842 -7.357 0.111
H 1.494 8.644 -5.286 0.121
O -7.542 -6.341 -7.315 -0.434
H -7.775 -6.037 -8.171 -0.365
Li -2.554 2.827 -2.935 0.735
F 2.020 0.082 8.414 -0.183
P 1.405 1.299 7.564 0.168
F 2.958 1.283 7.142 -0.267
F 1.077 1.233 5.989 -0.250
F 1.476 2.896 7.390 -0.198
F 0.849 1.869 8.958 -0.183
F 0.050 0.436 7.484 -0.194
Ca -9.180 -5.513 -9.130 1.367
```

Results
- molecular weight (g/mol) = 1174.55
- frontier orbital gap (hartree) = 0.0260
- E (Eh) = -7660.81276
- total charge = +2



[2]
C39H57B2BrCrN7O2S3 | the ωB97M-V functional and the def2-TZVPD basis

Geometry as XYZ:
```
112
Properties=species:S:1:pos:R:3:lowdin_charge:R:1
Cr -0.594 0.317 0.395 0.053
C -3.069 1.976 4.609 -0.050
C -2.991 0.585 4.053 -0.231
C -3.867 -0.386 4.396 0.063
C -3.774 -1.682 3.836 -0.197
N -2.820 -1.985 2.993 0.192
N -1.953 -1.019 2.645 -0.002
B -0.749 -1.393 1.644 -0.628
N -1.082 -2.720 0.769 0.029
N -0.996 -3.894 1.407 0.195
C -1.068 -5.002 0.719 -0.184
C -1.435 -4.967 -0.645 0.065
C -1.456 -3.789 -1.313 -0.242
C -1.712 -3.706 -2.789 -0.052
C -1.119 -2.622 -0.567 -0.537
S -0.595 -1.198 -1.398 0.810
C -0.633 -6.281 1.443 -0.535
C 0.765 -6.022 2.027 -0.038
C -0.561 -7.458 0.470 -0.060
C -1.587 -6.625 2.586 -0.038
N 0.497 -1.618 2.450 -0.007
N 0.317 -2.386 3.595 0.163
C 1.377 -2.719 4.268 -0.237
C 2.701 -2.343 3.899 0.031
C 2.875 -1.455 2.832 -0.260
C 4.235 -0.903 2.491 -0.032
C 1.759 -1.104 2.129 -0.427
S 1.771 0.217 0.961 1.070
C 1.121 -3.534 5.536 -0.544
C 1.930 -4.837 5.496 -0.037
C 1.565 -2.699 6.745 -0.042
C -0.363 -3.874 5.679 -0.063
C -1.995 0.239 3.092 -0.557
S -0.898 1.428 2.473 0.768
C -4.795 -2.754 4.195 -0.547
C -4.510 -4.035 3.426 -0.054
C -4.698 -3.044 5.702 -0.028
C -6.201 -2.242 3.858 -0.033
H -3.974 2.103 5.200 0.086
H -3.048 2.718 3.809 0.072
H -2.205 2.184 5.245 0.097
H -4.676 -0.159 5.084 0.129
H -1.647 -5.887 -1.176 0.123
H -2.136 -4.641 -3.153 0.087
H -0.781 -3.515 -3.330 0.082
H -2.384 -2.881 -3.027 0.079
H 1.508 -5.893 1.235 0.095
H 1.067 -6.872 2.643 0.091
H 0.767 -5.122 2.645 0.057
H 0.071 -7.244 -0.396 0.090
H -1.549 -7.764 0.114 0.089
H -0.125 -8.313 0.989 0.093
H -1.609 -5.819 3.317 0.055
H -1.243 -7.532 3.090 0.093
H -2.605 -6.800 2.224 0.092
H 3.554 -2.664 4.481 0.108
H 4.983 -1.284 3.183 0.084
H 4.243 0.188 2.549 0.087
H 4.535 -1.182 1.479 0.078
H 3.003 -4.648 5.427 0.080
H 1.640 -5.456 4.644 0.064
H 1.750 -5.410 6.410 0.091
H 2.640 -2.506 6.733 0.081
H 1.330 -3.232 7.671 0.088
H 1.048 -1.736 6.764 0.090
H -0.743 -4.395 4.793 0.060
H -0.964 -2.969 5.803 0.075
H -0.502 -4.512 6.557 0.089
H -3.494 -4.367 3.620 0.063
H -4.609 -3.896 2.344 0.086
H -5.207 -4.817 3.742 0.095
H -3.710 -3.429 5.961 0.085
H -5.440 -3.797 5.982 0.094
H -4.887 -2.152 6.305 0.083
H -6.273 -1.948 2.807 0.060
H -6.498 -1.389 4.474 0.085
H -6.929 -3.037 4.033 0.095
C -6.151 -0.381 0.485 -0.029
C -4.965 0.463 0.098 -0.212
C -5.101 1.739 -0.441 0.011
C -3.989 2.483 -0.785 -0.055
C -2.755 1.911 -0.549 -0.700
Br -1.145 2.795 -0.997 0.911
N -2.593 0.718 -0.018 -0.102
C -3.677 -0.004 0.281 -0.049
H -6.888 -0.413 -0.317 0.092
H -6.643 0.026 1.371 0.091
H -5.849 -1.404 0.711 0.070
H -6.092 2.154 -0.603 0.134
H -4.063 3.469 -1.222 0.118
H -3.498 -0.993 0.685 0.122
C 2.378 -0.202 -4.094 0.002
C 3.124 -0.140 -2.783 -0.449
C 4.237 0.889 -2.831 -0.001
O 2.185 0.321 -1.753 0.048
B 2.499 -0.398 -0.626 -0.930
O 3.379 -1.408 -0.796 0.123
C 3.582 -1.539 -2.241 -0.441
C 2.705 -2.689 -2.690 -0.005
C 5.042 -1.850 -2.482 0.003
H 2.102 0.806 -4.404 0.099
H 1.471 -0.799 -4.011 0.082
H 3.011 -0.630 -4.875 0.104
H 3.799 1.872 -3.004 0.101
H 4.937 0.678 -3.642 0.100
H 4.794 0.925 -1.893 0.101
H 1.653 -2.498 -2.471 0.053
H 3.012 -3.590 -2.156 0.102
H 2.816 -2.869 -3.761 0.101
H 5.695 -1.164 -1.946 0.093
H 5.270 -1.786 -3.549 0.103
H 5.264 -2.866 -2.150 0.098
```

Results
- molecular weight (g/mol) = 905.66
- frontier orbital gap (alpha / beta) (hartree) = 0.2008 / 0.2748
- 2S+1 = 5
- energy above the lowest of the compared OMol25 structures with the same formula, charge and spin (kcal per mole) = 0.00
- E (Eh) = -6916.87136
- total charge = +1
- expectation value of S² = 6.1607